Here is 8 unconnected molecules or ions with the total composition C41H97N5O8 at a distorted geometry from the OMol25 dataset. Energies are from wB97M-V/def2-TZVPD.

Last columns: bonded neighbours and bond lengths (Å).
CARTESIAN COORDINATES (ANGSTROEM)
1 C -1.2251 -0.3447 -2.7328  C2 1.537, H7 1.089, H8 1.097, H9 1.092
2 C 0.2454 -0.0987 -2.3605  C1 1.537, C3 1.496, N6 1.492, H10 1.093
3 C 1.0690 0.4248 -3.4940  C2 1.496, O4 1.408, H11 1.100, H12 1.109
4 O 0.6090 1.6744 -3.9530  C3 1.408, C5 1.403
5 C 1.1453 1.9925 -5.2097  O4 1.403, H13 1.086, H14 1.096, H15 1.104
6 N 0.3266 0.8749 -1.2325  C2 1.492, H16 1.021, H17 1.021
7 H -1.6271 0.5383 -3.2265  C1 1.089
8 H -1.8396 -0.4955 -1.8363  C1 1.097
9 H -1.3733 -1.2744 -3.2863  C1 1.092
10 H 0.6733 -1.0587 -2.0598  C2 1.093
11 H 1.2195 -0.3092 -4.2995  C3 1.100
12 H 2.1080 0.5207 -3.1193  C3 1.109
13 H 0.7877 2.9646 -5.5348  C5 1.086
14 H 0.9441 1.1907 -5.9294  C5 1.096
15 H 2.2454 2.0678 -5.1645  C5 1.104
16 H -0.4317 0.6639 -0.5819  N6 1.021
17 H 0.0364 1.7528 -1.6651  N6 1.021
18 C 0.1025 -3.0965 2.5403  C19 1.521, H24 1.098, H25 1.086, H26 1.096
19 C -0.3895 -2.0374 1.5653  C18 1.521, C20 1.544, N23 1.473, H27 1.087
20 C -1.1636 -0.9526 2.3442  C19 1.544, O21 1.409, H28 1.101, H29 1.095
21 O -1.5612 -0.0019 1.3839  C20 1.409, C22 1.400
22 C -2.0452 1.2052 1.9025  O21 1.400, H30 1.097, H31 1.095, H32 1.094
23 N 0.7650 -1.4117 0.8983  C19 1.473, H33 1.015, H34 1.016
24 H 0.7287 -2.6190 3.3050  C18 1.098
25 H 0.6507 -3.9294 2.1102  C18 1.086
26 H -0.7363 -3.4740 3.1368  C18 1.096
27 H -1.1192 -2.4615 0.8801  C19 1.087
28 H -0.4272 -0.5143 3.0349  C20 1.101
29 H -1.9799 -1.4112 2.9120  C20 1.095
30 H -1.4259 1.6188 2.7079  C22 1.097
31 H -3.0790 1.1187 2.2538  C22 1.095
32 H -2.0030 1.9558 1.1083  C22 1.094
33 H 0.3128 -0.7822 0.2436  N23 1.015
34 H 1.2129 -0.8051 1.5790  N23 1.016
35 C 3.2861 -0.5792 3.4183  C36 1.512, H46 1.094, H47 1.087, H48 1.093
36 C 4.5548 0.2190 3.2229  C35 1.512, C37 1.540, N41 1.475, C45 1.526
37 C 4.3057 1.6610 3.7014  C36 1.540, C38 1.537, H49 1.098, H50 1.088
38 C 5.5889 2.4238 4.0667  C37 1.537, C39 1.506, H51 1.094, H52 1.093
39 C 6.3824 1.6720 5.1028  C38 1.506, C40 1.525, H53 1.092, H54 1.103
40 C 6.7514 0.2646 4.6445  C39 1.525, N41 1.457, C43 1.526, C44 1.536
41 N 5.6006 -0.4066 4.0538  C36 1.475, C40 1.457, O42 1.414
42 O 5.9458 -1.6826 3.5512  N41 1.414, H64 0.963
43 C 7.9536 0.3330 3.7069  C40 1.526, H55 1.094, H56 1.097, H57 1.088
44 C 7.1516 -0.5327 5.8945  C40 1.536, H58 1.093, H59 1.091, H60 1.092
45 C 4.9573 0.2323 1.7509  C36 1.526, H61 1.096, H62 1.089, H63 1.095
46 H 2.8060 -0.3095 4.3641  C35 1.094
47 H 3.4196 -1.6558 3.3496  C35 1.087
48 H 2.5213 -0.2415 2.7150  C35 1.093
49 H 4.0210 2.1836 2.7792  C37 1.098
50 H 3.4885 1.7959 4.4064  C37 1.088
51 H 5.3271 3.4342 4.3936  C38 1.094
52 H 6.0996 2.6010 3.1173  C38 1.093
53 H 6.0145 1.7442 6.1284  C39 1.092
54 H 7.3348 2.2171 5.2153  C39 1.103
55 H 8.1016 -0.6445 3.2388  C43 1.094
56 H 7.7557 0.9701 2.8366  C43 1.097
57 H 8.8806 0.6856 4.1542  C43 1.088
58 H 7.4248 -1.5579 5.6297  C44 1.093
59 H 8.0065 -0.0802 6.3982  C44 1.091
60 H 6.3063 -0.6225 6.5797  C44 1.092
61 H 5.1057 -0.7959 1.4033  C45 1.096
62 H 5.8706 0.7713 1.5025  C45 1.089
63 H 4.1216 0.5897 1.1401  C45 1.095
64 H 5.6825 -2.2913 4.2496  O42 0.963
65 C -3.9853 4.8586 -3.9860  C66 1.536, H76 1.100, H77 1.089, H78 1.093
66 C -3.4473 4.1654 -2.7250  C65 1.536, C67 1.535, N71 1.451, C75 1.526
67 C -2.8717 5.2225 -1.7721  C66 1.535, C68 1.540, H79 1.093, H80 1.092
68 C -3.8754 5.8827 -0.8091  C67 1.540, C69 1.521, H81 1.087, H82 1.096
69 C -4.7264 4.8278 -0.1194  C68 1.521, C70 1.531, H83 1.097, H84 1.092
70 C -5.3981 3.8310 -1.0672  C69 1.531, N71 1.445, C73 1.526, C74 1.543
71 N -4.4668 3.3668 -2.0698  C66 1.451, C70 1.445, O72 1.396
72 O -4.9502 2.3235 -2.8620  N71 1.396, H94 0.972
73 C -5.8682 2.6480 -0.2248  C70 1.526, H85 1.094, H86 1.083, H87 1.097
74 C -6.6136 4.5204 -1.7212  C70 1.543, H88 1.093, H89 1.098, H90 1.096
75 C -2.2746 3.2622 -3.0979  C66 1.526, H91 1.089, H92 1.090, H93 1.095
76 H -4.7220 5.6442 -3.7623  C65 1.100
77 H -4.4722 4.1479 -4.6517  C65 1.089
78 H -3.2039 5.4626 -4.4550  C65 1.093
79 H -2.0873 4.7636 -1.1656  C67 1.093
80 H -2.4003 6.0227 -2.3462  C67 1.092
81 H -4.4188 6.7112 -1.2556  C68 1.087
82 H -3.2097 6.2803 -0.0350  C68 1.096
83 H -5.5487 5.3674 0.3661  C69 1.097
84 H -4.2124 4.3028 0.6879  C69 1.092
85 H -6.3659 3.0004 0.6829  C73 1.094
86 H -6.4661 1.9055 -0.7392  C73 1.083
87 H -4.9460 2.2082 0.1742  C73 1.097
88 H -6.7915 4.2254 -2.7582  C74 1.093
89 H -7.5496 4.3278 -1.1814  C74 1.098
90 H -6.5993 5.6164 -1.7064  C74 1.096
91 H -1.9421 2.7607 -2.1900  C75 1.089
92 H -1.4641 3.7612 -3.6297  C75 1.090
93 H -2.5877 2.4937 -3.8130  C75 1.095
94 H -5.6506 2.7051 -3.4174  O72 0.972
95 C -4.8600 -0.7065 -1.2794  C96 1.514, H106 1.090, H107 1.089, H108 1.093
96 C -5.1139 -2.1901 -1.4442  C95 1.514, C97 1.535, N101 1.474, C105 1.534
97 C -5.5187 -2.4703 -2.8978  C96 1.535, C98 1.525, H109 1.095, H110 1.096
98 C -5.1577 -3.8296 -3.4866  C97 1.525, C99 1.512, H111 1.089, H112 1.097
99 C -3.7178 -4.1798 -3.1863  C98 1.512, C100 1.527, H113 1.096, H114 1.093
100 C -3.3964 -4.1323 -1.6944  C99 1.527, N101 1.450, C103 1.532, C104 1.522
101 N -3.8292 -2.8549 -1.1626  C96 1.474, C100 1.450, O102 1.415
102 O -3.3972 -2.6309 0.1663  N101 1.415, H124 0.964
103 C -3.9994 -5.3379 -0.9667  C100 1.532, H115 1.092, H116 1.092, H117 1.089
104 C -1.8854 -4.2401 -1.5447  C100 1.522, H118 1.094, H119 1.105, H120 1.086
105 C -6.2108 -2.6741 -0.4870  C96 1.534, H121 1.092, H122 1.091, H123 1.090
106 H -5.7645 -0.1027 -1.3472  C95 1.090
107 H -4.1368 -0.3824 -2.0262  C95 1.089
108 H -4.4513 -0.4893 -0.2891  C95 1.093
109 H -6.6032 -2.3253 -2.9445  C97 1.095
110 H -5.1273 -1.6905 -3.5618  C97 1.096
111 H -5.3455 -3.8718 -4.5585  C98 1.089
112 H -5.8157 -4.5612 -3.0016  C98 1.097
113 H -3.0150 -3.4832 -3.6572  C99 1.096
114 H -3.4405 -5.1640 -3.5722  C99 1.093
115 H -3.6167 -6.2647 -1.3980  C103 1.092
116 H -3.7027 -5.3350 0.0847  C103 1.092
117 H -5.0878 -5.3469 -0.9929  C103 1.089
118 H -1.4957 -5.2587 -1.6353  C104 1.094
119 H -1.3328 -3.7513 -2.3669  C104 1.105
120 H -1.4365 -3.7748 -0.6719  C104 1.086
121 H -7.1470 -2.1498 -0.6909  C105 1.092
122 H -5.9351 -2.4982 0.5534  C105 1.091
123 H -6.3710 -3.7467 -0.5930  C105 1.090
124 H -2.8274 -1.8582 0.0816  O102 0.964
125 C 5.3722 -4.9612 1.2122  C126 1.530, H128 1.091, H129 1.091, H130 1.087
126 C 4.5558 -5.2766 2.4669  C125 1.530, O127 1.417, H131 1.102, H132 1.088
127 O 3.3209 -4.5853 2.5357  C126 1.417, H133 0.965
128 H 4.7863 -5.4212 0.4148  C125 1.091
129 H 6.3412 -5.4552 1.2926  C125 1.091
130 H 5.5200 -3.8922 1.0834  C125 1.087
131 H 5.1393 -4.9491 3.3429  C126 1.102
132 H 4.4206 -6.3522 2.5604  C126 1.088
133 H 3.4705 -3.7147 2.1470  O127 0.965
134 C 3.1025 3.6467 0.2379  C135 1.509, H137 1.101, H138 1.093, H139 1.092
135 C 1.8728 3.2511 1.0170  C134 1.509, O136 1.414, H140 1.098, H141 1.091
136 O 1.6814 1.8507 1.0691  C135 1.414, H142 0.974
137 H 3.0197 4.6876 -0.1112  C134 1.101
138 H 3.2772 3.1120 -0.6995  C134 1.093
139 H 4.0346 3.6361 0.8069  C134 1.092
140 H 0.9914 3.7570 0.6003  C135 1.098
141 H 1.9696 3.5614 2.0585  C135 1.091
142 H 1.6381 1.5119 0.1573  O136 0.974
143 C 4.7887 -2.2427 -1.5762  C144 1.502, H146 1.086, H147 1.099, H148 1.091
144 C 3.3422 -1.9844 -1.2646  C143 1.502, O145 1.420, H149 1.100, H150 1.096
145 O 3.1292 -2.6117 -0.0092  C144 1.420, H151 0.981
146 H 5.5082 -1.8559 -0.8601  C143 1.086
147 H 5.0357 -1.8468 -2.5718  C143 1.099
148 H 4.9294 -3.3180 -1.6970  C143 1.091
149 H 2.7370 -2.4967 -2.0265  C144 1.100
150 H 3.0827 -0.9196 -1.2637  C144 1.096
151 H 2.2656 -2.3299 0.3623  O145 0.981

## Properties
- SMILES: CC1(C)CCCC(C)(C)N1O.CC1(C)CCCC(C)(C)N1O.CC1(C)CCCC(C)(C)N1O.COC[C@H](C)N.COC[C@H](C)N.CCO.CCO.CCO
- Total energy: -2495.85188 a.u.
- Energy above the lowest of the compared OMol25 structures with the same formula, charge and spin: 0.0 kJ/mol